Record 1
Density functional theory data (the ωB97M-V functional and the def2-TZVPD basis) for a 2-piece molecular cluster, C2H5BrN3 overall at a distorted geometry.

Computed properties:
**Charge**: +1
**Orbital gap**: 9.810 eV
**Highest occupied orbital energy**: -15.04 eV
**Maximum force**: 4.746 eV/Å
**Energy relative to the best compared isomer or geometry (same formula, charge and spin)**: 107.4 kcal/mol
**Molar mass**: 150.987 g mol⁻¹
**LUMO level**: -5.23 eV
**Multiplicity**: 1

Geometry (Å):
C: 0.299 1.172 -0.590
C: 0.155 -0.943 0.742
N: 0.968 1.104 0.643
N: 0.871 0.098 1.323
N: -0.446 -0.204 -0.576
Br: -1.255 -1.700 1.906
H: -0.601 1.940 -0.434
H: 0.663 1.556 -1.584
H: 1.243 -2.051 0.312
H: -1.442 -0.014 -0.438
H: -0.455 -0.959 -1.302

---

Record 2
Density functional theory data (the ωB97M-V functional and the def2-TZVPD basis) for a 2-piece molecular cluster, C12H14FN4O4S overall at a distorted geometry.

Computed properties:
**Charge**: -1
**Orbital gap**: 4.353 eV
**Highest occupied orbital energy**: -2.86 eV
**Maximum force**: 3.814 eV/Å
**Molar mass**: 329.333 g mol⁻¹
**LUMO level**: 1.49 eV
**Multiplicity**: 1

Geometry (Å):
C: -0.326 1.983 -2.511
C: -1.288 0.877 -1.920
C: -0.535 -0.480 -1.508
C: 0.285 -1.102 -2.709
C: 0.244 -0.338 -0.156
C: 1.732 -0.052 0.016
N: 2.596 0.150 -1.132
C: 2.394 0.026 1.328
O: 3.788 0.265 1.471
N: 4.141 1.481 0.920
O: 5.159 1.348 0.332
C: 1.626 -0.178 2.620
N: 2.071 -0.179 3.909
S: 0.707 -0.433 4.877
N: -0.449 -0.546 3.671
C: 0.127 -0.419 2.432
C: -0.555 -0.497 1.080
C: -2.100 -0.748 1.093
C: -2.343 -2.292 1.147
O: -1.540 -3.145 0.929
F: -3.666 -2.685 1.449
H: -0.208 1.849 -3.625
H: -0.858 2.978 -2.377
H: 0.656 2.090 -1.979
H: -1.961 1.235 -1.093
H: -1.983 0.571 -2.768
H: -1.379 -1.212 -1.302
H: -0.427 -1.254 -3.572
H: 1.018 -0.307 -3.048
H: 0.802 -2.067 -2.454
H: 2.690 -0.703 -1.683
H: 2.324 0.950 -1.702
H: -2.521 -0.203 2.010
H: -2.575 -0.310 0.167
O: -3.409 1.755 2.817
H: -4.234 1.592 3.273

---

Record 3
Density functional theory data (the ωB97M-V functional and the def2-TZVPD basis) for C20H15CoN4O3S as an isolated structure at a distorted geometry.

Computed properties:
**Orbital gap (spin up / spin down)**: 7.252 / 6.219 eV
**Highest occupied orbital energy (spin up / spin down)**: -7.87 / -8.51 eV
**Maximum force**: 3.850 eV/Å
**Energy relative to the best compared isomer or geometry (same formula, charge and spin)**: 1.8 kcal/mol
**Molar mass**: 450.365 g mol⁻¹
**LUMO level (spin up / spin down)**: -0.62 / -2.30 eV
**Multiplicity**: 5

Geometry (Å):
Co: 0.113 0.795 -0.603
O: 2.365 -0.844 3.198
C: 1.258 -1.501 3.587
C: 1.372 -2.101 4.885
C: 0.308 -2.704 5.488
C: -0.911 -2.751 4.833
C: -1.072 -2.242 3.570
C: -0.021 -1.571 2.923
C: -0.113 -1.116 1.574
O: 0.843 -0.649 0.908
N: -1.377 -1.193 0.948
N: -1.335 -0.707 -0.275
C: -2.489 -0.828 -0.922
C: -2.805 -0.243 -2.118
C: -4.034 -0.739 -2.707
C: -4.575 -0.058 -3.725
C: -3.916 1.061 -4.244
C: -2.771 1.597 -3.748
C: -2.129 0.961 -2.651
O: -1.008 1.341 -2.159
H: 2.206 -0.358 2.363
H: 2.353 -2.090 5.316
H: 0.442 -3.074 6.514
H: -1.839 -3.194 5.212
H: -2.029 -2.291 3.088
H: -3.120 -1.612 -0.634
H: -4.363 -1.690 -2.339
H: -5.441 -0.366 -4.304
H: -4.390 1.537 -5.113
H: -2.300 2.407 -4.232
C: 4.215 2.346 -1.781
C: 3.026 2.782 -2.315
C: 1.946 1.997 -2.234
N: 2.001 0.739 -1.704
C: 3.076 0.338 -1.127
C: 4.293 1.082 -1.147
H: 5.042 3.027 -1.884
H: 2.999 3.814 -2.710
H: 1.041 2.370 -2.627
H: 3.139 -0.669 -0.680
H: 5.193 0.532 -0.930
S: 0.183 2.339 1.059
C: 1.782 1.927 1.568
N: 2.842 1.596 1.881

---

Record 4
Density functional theory data (the ωB97M-V functional and the def2-TZVPD basis) for C2H4BrNO2 as an isolated structure at a distorted geometry.

Computed properties:
**Orbital gap (spin up / spin down)**: 8.842 / 7.229 eV
**Highest occupied orbital energy (spin up / spin down)**: -9.68 / -8.73 eV
**Maximum force**: 4.719 eV/Å
**Energy relative to the best compared isomer or geometry (same formula, charge and spin)**: 164.4 kcal/mol
**Molar mass**: 153.963 g mol⁻¹
**LUMO level (spin up / spin down)**: -0.84 / -1.50 eV
**Multiplicity**: 1

Geometry (Å):
C: -0.321 1.160 0.604
C: 1.031 -0.816 -0.596
N: 0.789 1.893 0.054
O: 1.757 1.848 0.719
O: 0.677 2.601 -0.960
Br: 2.675 -0.377 0.058
H: -0.059 0.672 1.629
H: -1.195 0.899 0.007
H: 0.807 -0.234 -1.535
H: 0.307 -1.548 -0.248

---

Record 5
Density functional theory data (the ωB97M-V functional and the def2-TZVPD basis) for C51H55BrN4O4SSiTa as an isolated structure at a distorted geometry.

Computed properties:
**Charge**: +1
**Orbital gap**: 6.996 eV
**Highest occupied orbital energy**: -9.97 eV
**Maximum force**: 3.619 eV/Å
**Molar mass**: 1109.030 g mol⁻¹
**LUMO level**: -2.97 eV
**Multiplicity**: 1

Geometry (Å):
Ta: -0.180 -0.291 -0.393
C: -4.340 2.426 -1.483
C: -3.407 1.474 -1.075
N: -2.501 0.945 -1.868
C: -2.511 1.277 -3.168
C: -3.429 2.226 -3.688
C: -4.341 2.817 -2.799
C: -3.425 2.554 -5.074
C: -2.573 1.941 -5.926
C: -1.653 0.965 -5.453
C: -0.795 0.292 -6.339
C: 0.058 -0.663 -5.845
C: 0.046 -0.914 -4.468
N: -0.741 -0.298 -3.617
C: -1.597 0.630 -4.078
H: -5.031 2.844 -0.769
H: -3.412 1.124 -0.053
H: -5.039 3.553 -3.166
H: -4.128 3.296 -5.425
H: -2.577 2.176 -6.980
H: -0.839 0.525 -7.393
H: 0.714 -1.225 -6.491
H: 0.699 -1.667 -4.043
C: 8.368 -0.676 -1.709
C: 6.934 -0.825 -1.323
C: 6.413 -2.039 -0.886
C: 5.091 -2.143 -0.479
C: 4.276 -1.024 -0.518
C: 4.784 0.198 -0.925
C: 6.100 0.290 -1.337
S: 2.594 -1.059 0.072
O: 2.253 0.296 0.452
O: 2.461 -2.062 1.091
N: 1.512 -1.395 -1.089
C: 1.206 -2.644 -1.523
C: 2.125 -3.606 -1.959
C: 1.637 -4.794 -2.462
C: 0.260 -4.990 -2.539
C: -0.572 -3.996 -2.059
N: -0.113 -2.861 -1.551
H: 8.882 -1.630 -1.727
H: 8.860 -0.031 -0.985
H: 8.455 -0.205 -2.686
H: 7.056 -2.906 -0.853
H: 4.703 -3.073 -0.095
H: 4.147 1.065 -0.885
H: 6.498 1.241 -1.662
H: 3.180 -3.397 -1.902
H: 2.314 -5.571 -2.785
H: -0.151 -5.894 -2.957
H: -1.647 -4.096 -2.081
C: -1.956 2.263 6.983
C: -1.040 3.014 6.006
C: 0.315 3.297 6.666
C: -1.706 4.344 5.651
C: -0.788 2.155 4.782
C: -0.939 2.634 3.494
C: -0.653 1.795 2.439
Br: -0.919 2.439 0.644
C: -0.234 0.464 2.559
O: -0.091 -0.232 1.429
C: -0.081 -0.027 3.879
C: -0.355 0.841 4.929
C: 0.487 -1.402 4.207
C: 0.061 -2.494 3.220
C: 2.013 -1.236 4.174
C: 0.058 -1.891 5.599
H: -2.239 2.922 7.801
H: -1.465 1.392 7.409
H: -2.860 1.934 6.473
H: 0.181 3.918 7.547
H: 0.967 3.815 5.968
H: 0.801 2.373 6.965
H: -1.858 4.922 6.559
H: -2.675 4.179 5.186
H: -1.087 4.934 4.982
H: -1.279 3.632 3.282
H: -0.221 0.475 5.930
H: 0.354 -2.267 2.199
H: -1.016 -2.641 3.267
H: 0.553 -3.424 3.496
H: 2.345 -1.039 3.158
H: 2.493 -2.148 4.520
H: 2.323 -0.415 4.816
H: -1.015 -1.787 5.738
H: 0.574 -1.366 6.397
H: 0.307 -2.945 5.690
C: 2.614 0.969 -3.301
Si: 1.406 2.046 -2.274
C: 2.288 3.053 -0.904
C: 0.455 3.239 -3.431
O: 0.364 0.997 -1.598
H: 3.646 1.284 -3.199
H: 2.372 0.999 -4.359
H: 2.545 -0.063 -2.971
H: 3.286 3.352 -1.206
H: 2.376 2.462 0.003
H: 1.744 3.959 -0.657
H: 1.008 4.167 -3.519
H: -0.540 3.480 -3.065
H: 0.353 2.826 -4.430
C: -5.206 -2.488 -2.793
C: -3.915 -2.112 -3.189
C: -2.970 -1.787 -2.255
C: -3.261 -1.742 -0.874
C: -2.328 -1.220 0.081
C: -2.779 -1.208 1.389
C: -4.031 -1.704 1.801
C: -4.916 -2.181 0.881
C: -4.560 -2.176 -0.481
C: -5.502 -2.556 -1.462
H: -5.949 -2.725 -3.537
H: -3.669 -2.073 -4.240
H: -1.976 -1.524 -2.561
H: -2.171 -0.795 2.181
H: -4.286 -1.678 2.851
H: -5.898 -2.533 1.167
H: -6.479 -2.878 -1.134

---

Record 6
Density functional theory data (the ωB97M-V functional and the def2-TZVPD basis) for C18H52CdFN7O4P2 as an isolated structure at a distorted geometry.

Computed properties:
**Charge**: +2
**Orbital gap**: 3.452 eV
**Highest occupied orbital energy**: -13.23 eV
**Maximum force**: 4.903 eV/Å
**Energy relative to the best compared isomer or geometry (same formula, charge and spin)**: 0.0 kcal/mol
**Molar mass**: 624.017 g mol⁻¹
**LUMO level**: -9.78 eV
**Multiplicity**: 1

Geometry (Å):
Cd: 1.256 1.622 0.147
C: 4.265 -0.754 -3.848
O: 3.975 -1.816 -2.964
C: 4.453 -1.553 -1.679
C: 3.931 -2.605 -0.741
N: 2.427 -2.815 -0.783
H: 2.162 -3.657 -0.273
H: 2.012 -2.018 -0.289
C: 1.606 -2.970 -2.057
C: 1.986 -4.261 -2.810
O: 1.924 -5.309 -1.886
C: 1.829 -6.598 -2.476
H: 5.334 -0.653 -4.060
H: 3.840 0.202 -3.537
H: 3.905 -0.963 -4.857
H: 4.225 -0.535 -1.338
H: 5.548 -1.517 -1.677
H: 4.087 -2.269 0.284
H: 4.525 -3.505 -0.890
H: 1.665 -2.059 -2.644
H: 0.592 -2.988 -1.653
H: 2.992 -4.165 -3.224
H: 1.261 -4.350 -3.624
H: 2.385 -7.322 -1.883
H: 2.338 -6.591 -3.443
H: 0.781 -6.875 -2.591
F: 1.479 -0.385 0.014
O: 0.523 1.531 2.067
P: 0.096 1.687 3.465
N: 1.196 2.561 4.361
C: 1.133 4.030 4.474
C: 2.558 2.020 4.554
N: -0.015 0.148 4.149
C: -0.224 -0.119 5.579
C: -0.080 -1.100 3.381
N: -1.440 2.388 3.690
C: -2.061 2.575 5.019
C: -2.194 2.743 2.483
H: 1.727 4.460 3.665
H: 1.500 4.368 5.442
H: 0.105 4.386 4.409
H: 2.847 1.539 3.617
H: 2.654 1.359 5.414
H: 3.300 2.808 4.682
H: 0.003 0.774 6.160
H: -1.268 -0.400 5.739
H: 0.376 -0.947 5.956
H: -0.156 -1.012 2.298
H: 0.688 -1.829 3.634
H: -1.081 -1.512 3.553
H: -1.307 2.797 5.770
H: -2.893 3.276 4.989
H: -2.539 1.615 5.230
H: -2.687 3.688 2.708
H: -2.839 1.891 2.256
H: -1.500 2.869 1.653
O: -0.561 1.623 -1.053
P: -1.762 1.239 -1.852
N: -2.713 2.511 -2.372
C: -3.602 2.430 -3.540
C: -3.095 3.538 -1.389
N: -2.793 0.350 -0.867
C: -2.183 -0.682 -0.054
C: -4.254 0.231 -1.132
N: -1.304 0.271 -3.151
C: -0.408 0.870 -4.136
C: -2.075 -0.864 -3.618
H: -3.681 3.445 -3.932
H: -4.613 2.047 -3.400
H: -3.107 1.905 -4.358
H: -2.202 3.883 -0.872
H: -3.891 3.209 -0.717
H: -3.522 4.393 -1.914
H: -1.970 -0.265 0.933
H: -2.868 -1.504 0.158
H: -1.269 -1.109 -0.469
H: -4.687 1.229 -1.192
H: -4.442 -0.298 -2.064
H: -4.768 -0.227 -0.290
H: 0.188 1.603 -3.587
H: 0.201 0.152 -4.680
H: -0.971 1.522 -4.811
H: -1.875 -1.094 -4.663
H: -3.119 -0.546 -3.580
H: -1.858 -1.747 -3.016